No. 1
Here is C25H30BrIN7O2Pb as an isolated structure from the OMol25 dataset. Energies are from wB97M-V/def2-TZVPD.

```
! RIJCOSX wB97M-V def2-TZVPD def2/J DEFGRID3
* xyz 1 1
Pb -0.1557 -0.7455 -0.5552
C -4.2085 1.8854 -1.1706
C -2.8313 1.3542 -0.9028
N -2.5703 0.1737 -0.5178
C -3.5360 -0.8346 -0.1237
C -2.7983 -1.9706 0.6199
N -1.6956 -1.3895 1.4052
C -1.0168 -2.2236 2.4138
C 0.4036 -2.6005 1.9747
N 1.0803 -1.3623 1.5635
C 2.4506 -1.4505 1.0441
C 2.9450 -0.0306 0.7123
N 1.8844 0.7100 0.0487
C 1.8809 1.9644 -0.1488
C 3.0253 2.8864 0.1525
C 0.6228 2.5688 -0.7225
C 0.5836 3.8537 -1.2550
C -0.6250 4.3311 -1.7361
C -1.7628 3.5435 -1.6545
C -1.6506 2.2735 -1.0978
N -0.4751 1.8219 -0.6679
H -4.9667 1.2742 -0.6869
H -4.4021 1.8518 -2.2461
H -4.3223 2.9162 -0.8409
H -4.0494 -1.2499 -0.9938
H -4.2975 -0.3984 0.5319
H -2.3741 -2.6821 -0.0943
H -3.5126 -2.5080 1.2495
H -2.0155 -0.5301 1.8354
H -1.5910 -3.1241 2.6395
H -0.9476 -1.6381 3.3348
H 0.3686 -3.2593 1.1059
H 0.9239 -3.1109 2.7906
H 1.0572 -0.6953 2.3317
H 2.4251 -2.0738 0.1465
H 3.1401 -1.9101 1.7580
H 3.8355 -0.0968 0.0827
H 3.2406 0.4778 1.6373
H 3.5538 3.1254 -0.7741
H 3.7445 2.4247 0.8245
H 2.6789 3.8199 0.5936
H 1.4713 4.4675 -1.3060
H -0.6805 5.3209 -2.1687
H -2.7069 3.9145 -2.0259
Br 1.6600 -9.4204 -3.1792
C 1.1276 -7.6325 -2.8386
C 0.2433 -7.0046 -3.6994
C -0.1463 -5.7007 -3.4372
C 0.3395 -5.0277 -2.3241
C 1.2320 -5.6761 -1.4762
C 1.6330 -6.9784 -1.7259
C -0.1087 -3.6155 -2.0441
O -0.8778 -3.0450 -2.8153
O 0.3430 -3.0783 -0.9609
H -0.1357 -7.5296 -4.5653
H -0.8347 -5.1900 -4.0974
H 1.6149 -5.1476 -0.6137
H 2.3283 -7.4787 -1.0664
I 1.3951 1.4933 6.2212
C 0.1126 1.6626 4.6071
C -1.2529 1.7946 4.6343
N -1.6453 1.8509 3.3413
N -0.6239 1.7719 2.4761
C 0.4504 1.6600 3.2406
H -1.9465 1.8536 5.4554
H -2.5782 1.9961 2.9954
H 1.4340 1.5983 2.8011
*
```

Computed properties:
- largest force on an atom (eV Å⁻¹) = 0.93
- gap between HOMO and LUMO (eV) = 7.088
- DFT total energy (eV) = -124323.969
- energy relative to the best compared isomer or geometry (same formula, charge and spin) (eV) = 0.255

No. 2
Here is C25H30Cl2N2ReSi2 as an isolated structure at a distorted geometry from the OMol25 dataset. Energies are from wB97M-V/def2-TZVPD.

```
! RIJCOSX wB97M-V def2-TZVPD def2/J DEFGRID3
* xyz 0 2
Re -0.4113 0.1853 1.0337
C 3.0242 1.4450 1.8943
Si 1.9830 0.5544 0.5848
C 2.2855 1.4720 -1.0451
C 2.7777 -1.1472 0.2664
C 4.1552 -1.2777 0.0443
C 4.7222 -2.4949 -0.2992
C 3.9149 -3.6191 -0.4396
C 2.5500 -3.5121 -0.2214
C 1.9658 -2.2866 0.1334
Si 0.1076 -2.1606 0.4417
C -0.7920 -2.9353 -1.0281
C -0.2947 -3.3120 1.8761
H 3.9129 0.8544 2.1334
H 2.4746 1.5945 2.8260
H 3.3431 2.4245 1.5271
H 3.1640 1.0507 -1.5416
H 2.4619 2.5365 -0.8627
H 1.4428 1.3918 -1.7393
H 4.7994 -0.4064 0.1404
H 5.7909 -2.5712 -0.4624
H 4.3491 -4.5704 -0.7243
H 1.9295 -4.3985 -0.3312
H -0.2287 -3.8058 -1.3799
H -0.9023 -2.2523 -1.8741
H -1.7910 -3.2807 -0.7388
H -1.3752 -3.4304 2.0086
H 0.1382 -2.9763 2.8208
H 0.1296 -4.2940 1.6381
Cl 1.0190 -0.5857 3.9054
C -0.3716 0.2287 3.1188
H -0.3726 1.2673 3.4534
H -1.2776 -0.2611 3.4782
N -4.3425 -1.8156 0.3783
C -3.3170 -1.3126 1.1073
N -2.5435 -0.5284 0.4054
C -3.0770 -0.5241 -0.8833
C -2.6396 0.1263 -2.0367
C -3.3822 -0.0468 -3.1853
C -4.5319 -0.8567 -3.1998
C -4.9660 -1.5164 -2.0688
C -4.2143 -1.3294 -0.9123
H -5.0612 -2.4277 0.7220
H -3.1776 -1.5455 2.1516
H -1.7399 0.7293 -2.0299
H -3.0795 0.4504 -4.0974
H -5.0838 -0.9695 -4.1238
H -5.8414 -2.1526 -2.0880
Cl 2.6234 6.3381 -0.9252
C 1.4417 5.1340 -0.4991
C 1.3423 4.7054 0.8127
C 0.4153 3.7250 1.1365
C -0.4167 3.1562 0.1712
C -1.3735 2.0765 0.5286
C -0.3044 3.6292 -1.1353
C 0.6130 4.6099 -1.4767
H 1.9808 5.1356 1.5734
H 0.3383 3.3850 2.1645
H -2.1501 1.9563 -0.2263
H -1.8645 2.2428 1.4960
H -0.9593 3.2286 -1.9023
H 0.6873 4.9698 -2.4944
*
```

Computed properties:
- largest force on an atom (eV Å⁻¹) = 1.96
- gap between HOMO and LUMO (spin up / spin down) (eV) = 6.848 / 6.849
- DFT total energy (eV) = -72321.540
- energy relative to the best compared isomer or geometry (same formula, charge and spin) (eV) = 1.322